Entry 1:
ORCA calculation (ωB97M-V/def2-TZVPD) on the ion C6H8N2O5P2 with charge -2.

## Properties
Orbital gap, hartree: 0.2399
SMILES: N[C@@H]([P@](=O)([O-])O)[P@](=O)([O-])c1ccccn1
Energy relative to the best compared isomer or geometry (same formula, charge and spin), kJ/mol: 45.7
Energy, eV: -38150.770

```
! RIJCOSX wB97M-V def2-TZVPD def2/J DEFGRID3
* xyz -2 1
P -0.14 1.84 -0.68
P 2.17 -0.70 -0.60
O 3.73 -0.70 0.00
O -0.34 1.90 -2.20
O -0.14 3.16 0.10
O 1.40 -1.65 0.27
O 2.24 -0.88 -2.08
N -2.50 1.32 0.39
N 1.61 0.88 1.38
C -2.27 -1.40 0.43
C -1.42 0.69 -0.07
C -3.46 -0.81 0.78
C -1.30 -0.66 -0.15
C -3.54 0.55 0.69
C 1.61 0.96 -0.02
H -4.37 -1.34 1.23
H 2.29 1.79 -0.37
H 3.70 -1.05 0.86
H -0.47 -1.15 -0.55
H -2.27 -2.56 0.63
H -4.47 1.06 0.78
H 0.78 1.32 1.80
H 1.35 -0.22 1.46
*
```

=====

Entry 2:
ORCA calculation (ωB97M-V/def2-TZVPD) on a structure of composition C30H55BrCsF2K2LiN7O6P2S2.

## Properties
Orbital gap, hartree: 0.1146
Energy, eV: -203826.088

```
! RIJCOSX wB97M-V def2-TZVPD def2/J DEFGRID3
* xyz 1 1
Cs 2.95 -5.70 -5.21
Br -3.19 1.68 -6.44
K -3.01 4.21 -7.13
K 1.87 5.62 4.29
S -2.86 -4.09 0.72
S -2.69 -4.21 -2.33
P 1.42 -0.45 -4.72
P -0.24 0.72 -3.92
F 5.53 0.30 2.35
F -3.02 0.01 -2.32
O -0.92 -0.05 -2.85
O 4.61 -5.00 -1.99
O -0.55 5.94 3.90
O 0.29 2.19 -3.14
O -1.36 1.17 -5.07
O 3.47 -2.37 -6.14
N -4.71 -2.95 -0.74
N 2.89 -1.32 -1.18
N -6.86 -2.27 -0.10
N -7.45 1.94 -2.13
N -0.25 4.70 4.45
N 2.00 -1.20 -3.22
N 2.85 0.97 -2.25
C -5.86 -3.13 0.08
C 3.51 -0.67 0.01
C 5.15 -3.54 -1.71
C -6.44 -1.39 -1.16
C -0.88 2.35 3.84
C 2.49 -2.62 -1.52
C -9.09 2.38 -0.15
C -0.09 3.62 3.46
C 4.20 -4.40 -0.70
C -3.50 -3.69 -0.76
C 0.00 -4.39 -2.91
C 2.41 0.24 0.76
C -0.39 5.49 6.77
C 1.89 -2.59 -2.87
C -1.11 -3.28 -2.54
C 1.03 -1.68 1.78
C -8.17 2.13 -1.26
C 3.66 -3.61 -6.79
C 1.88 -0.37 2.12
C -0.76 1.92 5.29
C -0.51 3.95 2.00
C -0.91 4.46 5.74
C 1.27 -3.73 -3.70
C 1.42 3.30 3.44
C 4.30 -1.58 1.00
C -2.45 4.55 5.71
C 2.61 -3.86 -0.62
C 2.60 -0.45 -2.21
C -0.48 3.07 6.25
C -5.10 -1.84 -1.55
Li 1.14 2.83 -1.64
H 0.05 4.80 1.60
H -0.74 5.24 7.78
H -5.98 -3.90 0.89
H 1.14 0.37 2.55
H 3.10 -2.55 -5.26
H 2.67 -0.53 2.89
H -0.30 3.10 1.34
H 4.66 -0.87 1.84
H -2.86 4.37 6.71
H -1.57 4.17 1.93
H 2.66 1.33 -3.19
H 2.01 4.17 3.13
H 4.08 -3.43 -7.78
H 5.24 -1.99 0.53
H -1.16 -2.46 -3.31
H 2.04 -4.55 -4.00
H 0.80 -3.30 -4.67
H 1.52 -2.61 2.18
H -0.05 -1.59 2.08
H 1.66 2.49 2.74
H 6.22 -3.57 -1.39
H 4.68 -4.79 0.28
H 0.32 -4.81 -1.91
H 3.68 -2.38 1.50
H 1.01 -1.79 0.65
H -0.58 1.51 3.19
H 0.04 1.17 5.39
H 1.79 3.00 4.43
H -4.44 -1.39 -2.35
H -1.94 2.51 3.62
H 2.38 -3.70 0.46
H -2.78 5.55 5.41
H -9.27 3.44 -0.01
H 4.36 -4.22 -6.20
H -0.48 -5.23 -3.48
H -7.02 -0.53 -1.59
H 0.71 5.50 6.80
H -0.84 -2.83 -1.55
H 4.26 0.08 -0.38
H 0.56 2.85 -3.81
H 1.54 0.51 0.10
H -2.90 3.83 5.04
H 4.76 -3.24 -2.71
H 2.70 -4.12 -6.88
H -0.73 6.50 6.55
H -1.68 1.40 5.59
H 2.47 0.40 -5.17
H 2.94 1.20 1.04
H 0.60 3.09 6.46
H 2.10 -4.77 -1.07
H -0.96 2.86 7.22
H -2.18 1.42 -4.56
H -8.69 1.99 0.79
H -10.05 1.90 -0.31
H 3.87 1.09 -2.10
*
```

=====

Entry 3:
ORCA calculation (ωB97M-V/def2-TZVPD) on a structure of composition C25H52N2O2P2Tc.

## Properties
Orbital gap (alpha / beta), hartree: 0.2888 / 0.1411
Energy relative to the best compared isomer or geometry (same formula, charge and spin), kJ/mol: 34.9
Energy, eV: -54575.595

```
! RIJCOSX wB97M-V def2-TZVPD def2/J DEFGRID3
* xyz 4 4
Tc -0.51 0.33 1.34
P 3.01 -1.07 -2.71
P -1.84 2.06 1.89
O -1.11 0.29 -1.66
O 1.77 2.23 0.48
N -2.49 -1.93 0.74
N -1.20 -1.71 1.13
C -0.78 -2.85 1.72
C -1.89 0.23 3.98
C -3.59 2.00 1.36
C -1.16 4.16 0.19
C 2.22 -2.29 -5.11
C -0.90 0.28 -0.51
C 3.20 1.72 -2.71
C 4.08 -2.05 -0.30
C 0.58 -3.17 2.17
C -1.63 1.70 3.69
C -2.95 -3.11 1.20
C 3.46 -2.48 -1.64
C -4.33 0.74 1.83
C -0.20 2.06 4.13
C -3.78 2.13 -0.16
C 1.73 -1.37 -4.00
C 1.11 -0.08 -4.53
C -1.23 3.78 1.67
C -4.36 -3.54 1.06
C 4.04 0.45 -2.49
C 5.32 0.43 -3.32
C -1.98 4.82 2.51
C 0.90 1.54 0.87
C 2.30 -3.45 -1.39
C -1.87 -3.73 1.81
H 1.59 -3.06 -0.65
H -1.92 4.61 3.59
H -4.77 2.57 -0.33
H 3.32 -1.70 0.41
H -0.11 1.84 5.20
H -3.83 -0.18 1.50
H 3.02 1.91 -3.77
H 5.90 1.35 -3.14
H 4.56 -2.95 0.10
H -4.01 2.89 1.86
H 1.84 0.52 -5.09
H -0.72 3.36 -0.43
H 1.06 -0.47 1.43
H -3.76 1.14 -0.65
H 4.28 0.39 -1.41
H -2.87 -0.11 3.67
H -1.50 5.80 2.34
H -4.41 -4.63 1.23
H -2.37 2.34 4.19
H 0.54 1.45 3.60
H 1.31 -2.41 1.90
H -4.72 -3.30 0.04
H -1.13 -0.41 3.48
H -2.14 4.43 -0.21
H 0.29 -0.33 -5.21
H 2.24 1.68 -2.17
H 2.75 -4.36 -0.99
H -1.78 0.06 5.06
H -5.34 0.74 1.39
H 4.86 -1.29 -0.41
H -4.46 0.71 2.92
H -3.00 -1.36 0.06
H 0.68 0.53 -3.72
H 2.43 -3.30 -4.74
H 0.05 3.12 3.99
H 4.23 -2.98 -2.26
H -3.03 4.91 2.21
H -0.50 5.04 0.09
H 0.96 -1.89 -3.39
H -0.19 3.73 2.05
H -1.86 -4.70 2.27
H 1.44 -2.37 -5.89
H 5.96 -0.43 -3.06
H 3.13 -1.89 -5.59
H 0.60 -3.31 3.25
H -3.04 2.76 -0.65
H 2.01 -0.58 -1.86
H 5.10 0.38 -4.40
H 1.75 -3.73 -2.30
H 3.76 2.58 -2.30
H -5.02 -3.07 1.81
H 0.92 -4.12 1.74
*
```

=====

Entry 4:
ORCA calculation (ωB97M-V/def2-TZVPD) on the ion C4H9NO2 with charge +1.

## Properties
Orbital gap (alpha / beta), hartree: 0.3938 / 0.2465
Energy relative to the best compared isomer or geometry (same formula, charge and spin), kJ/mol: 216.6
Energy, eV: -9868.957

```
! RIJCOSX wB97M-V def2-TZVPD def2/J DEFGRID3
* xyz 1 2
O 0.63 1.53 -1.07
O -1.33 -2.27 0.60
N 0.51 -1.29 -1.48
C -0.66 1.35 0.97
C 0.40 -0.66 -0.22
C -0.26 0.68 -0.39
C -0.31 -1.74 0.83
H 1.14 1.97 -0.39
H 0.26 -0.68 -2.27
H -1.26 2.22 0.71
H -1.22 0.57 -0.92
H 1.38 -1.79 -1.58
H 0.21 -1.78 1.79
H 1.36 -0.37 0.26
H 0.27 1.61 1.50
H -1.13 0.64 1.64
*
```

=====

Entry 5:
ORCA calculation (ωB97M-V/def2-TZVPD) on a structure of composition C30H33N6NiO2S.

## Properties
Orbital gap (alpha / beta), hartree: 0.2103 / 0.1991
Energy, eV: -96554.305

```
! RIJCOSX wB97M-V def2-TZVPD def2/J DEFGRID3
* xyz 1 3
Ni -0.06 -0.06 0.05
S 0.45 0.28 3.41
O -0.83 0.64 3.94
O 0.89 -1.08 3.55
N 1.57 -0.41 -0.92
N 4.98 3.30 5.66
N -0.14 2.80 2.00
N -1.25 1.40 0.43
N -0.54 -1.84 -0.62
N 0.43 0.57 1.77
C -1.79 -2.44 -0.45
C 2.36 1.72 -1.72
C 1.74 1.34 4.02
C -3.33 -3.63 0.96
C -3.86 -3.26 -1.35
C 4.79 1.33 -0.44
C 3.02 0.86 3.80
C 1.60 -1.56 -1.51
C -2.15 -2.91 0.82
C -1.26 -2.66 1.99
C 3.38 2.64 -1.86
C -0.97 3.78 1.70
C 3.91 2.66 5.13
C -2.40 -1.90 -2.85
C 0.30 -3.70 -2.01
C 3.80 0.37 -0.29
C -4.17 -3.83 -0.12
C 0.40 -2.36 -1.36
C 2.59 0.55 -0.98
C -2.00 3.62 0.79
C 2.60 3.14 5.31
C 1.52 2.50 4.74
C 2.74 -2.03 -2.36
C -2.68 -2.57 -1.54
C 1.02 1.96 -2.36
C 4.10 1.50 4.36
C -2.07 2.40 0.14
C 4.60 2.44 -1.24
C -0.31 1.62 1.41
C 4.00 -0.83 0.59
H 5.39 3.16 -1.36
H 4.85 4.07 6.29
H 0.52 2.85 4.89
H -1.83 -2.59 2.91
H 3.06 -1.13 1.04
H 4.41 -1.67 0.03
H 1.13 -4.32 -1.69
H 3.13 -2.98 -1.99
H -1.79 -1.01 -2.69
H -0.63 -4.19 -1.75
H 3.13 -0.05 3.23
H -4.55 -3.38 -2.18
H -3.59 -4.02 1.93
H 1.07 1.85 -3.44
H -2.80 2.21 -0.63
H 4.72 -0.58 1.38
H -0.70 -1.72 1.85
H 2.39 -2.20 -3.38
H 5.73 1.18 0.08
H 5.89 2.88 5.59
H -0.53 -3.46 2.11
H -5.08 -4.40 0.00
H 3.22 3.52 -2.47
H 0.36 -3.61 -3.09
H -1.87 -2.56 -3.53
H 2.44 4.02 5.93
H 0.70 2.98 -2.15
H 3.53 -1.29 -2.38
H -0.79 4.71 2.21
H -3.33 -1.62 -3.32
H 5.09 1.10 4.23
H -2.70 4.41 0.58
H 0.26 1.27 -1.97
*
```

=====

Entry 6:
ORCA calculation (ωB97M-V/def2-TZVPD) on a cluster of 2 separate species, C10H19N2S in total.

## Properties
Orbital gap (alpha / beta), hartree: 0.2770 / 0.2770
Energy relative to the best compared isomer or geometry (same formula, charge and spin), kJ/mol: 134.8
Energy, eV: -24484.515

```
! RIJCOSX wB97M-V def2-TZVPD def2/J DEFGRID3
* xyz 1 1
S -2.40 -1.66 1.60
N 1.12 1.06 0.22
N -0.16 1.29 2.08
C 1.36 0.36 -0.99
C 3.16 1.95 -0.57
C -2.24 -0.73 0.19
C -1.73 -1.54 -0.96
C -3.05 0.57 0.11
C 2.58 1.02 -1.57
C -1.57 -3.13 0.91
C -0.81 -2.60 -0.30
C 0.05 0.73 0.94
C 2.18 1.97 0.60
H -2.71 1.24 -0.64
H -4.00 0.15 -0.05
H -1.07 1.24 2.50
H -2.89 1.06 1.09
H 0.42 2.07 2.42
H 1.76 2.90 1.07
H 0.07 -2.13 -0.06
H 4.13 1.69 -0.13
H 2.07 1.73 -2.38
H -1.09 -1.01 -1.62
H 3.24 2.96 -1.09
H -0.90 -3.73 1.52
H 1.41 -0.73 -0.87
H -2.33 -3.86 0.55
H 3.48 0.41 -2.01
H -2.63 -1.89 -1.43
H -0.60 -3.51 -0.92
H 0.52 0.64 -1.66
H 2.63 1.48 1.43
*
```

=====

Entry 7:
ORCA calculation (ωB97M-V/def2-TZVPD) on a structure of composition C70H79BN3O6PSeV.

## Properties
Orbital gap (alpha / beta), hartree: 0.2408 / 0.2505
Energy relative to the best compared isomer or geometry (same formula, charge and spin), kJ/mol: 337.5
Energy, eV: -191631.293

```
! RIJCOSX wB97M-V def2-TZVPD def2/J DEFGRID3
* xyz -1 3
Se 2.56 -1.19 -0.18
V 0.10 -0.30 -0.60
P 0.91 -1.16 3.29
O -1.66 -1.44 0.99
O 0.89 1.58 0.16
O -7.29 4.72 0.13
O 0.87 0.24 -2.34
O -0.09 -2.13 -1.29
O -3.37 -0.74 -0.32
N -5.27 3.78 -0.27
N -1.81 2.70 -0.70
N -5.55 6.14 -0.15
C -0.76 -5.16 -3.66
C 1.26 -2.30 5.86
C 1.72 -1.39 4.92
C -0.40 8.08 1.45
C -2.08 -3.72 -2.13
C -4.28 6.59 0.28
C -0.32 -3.55 2.61
C -6.11 -4.03 3.78
C 2.52 0.44 -4.05
C 6.19 -0.70 -4.17
C -2.95 -2.39 2.87
C -3.56 4.49 -1.89
C -5.83 -2.80 1.61
C 3.07 -0.60 -1.94
C -7.47 -4.48 3.25
C -0.72 2.28 4.88
C 2.10 0.04 -2.75
C -3.06 2.81 -0.28
C 2.92 -7.57 0.12
C -4.33 -2.15 3.47
C 4.78 -0.44 -3.62
C -2.28 6.41 1.59
C -0.19 1.01 4.74
C 4.89 -6.10 -0.25
C 4.37 -0.83 -2.36
C -3.52 5.92 1.23
C 2.02 -2.98 -0.62
C 2.57 -5.31 -0.89
C -1.77 7.59 1.05
C 3.17 -1.88 7.26
C 0.17 1.37 -4.73
C 0.01 1.35 2.37
C -5.46 -2.98 2.88
C -2.25 4.39 -2.32
C -1.33 -4.17 1.99
C -3.91 -1.62 0.58
C -3.97 3.71 -0.82
C 6.10 -1.56 -5.44
C 2.92 -4.02 -0.49
C -1.40 3.49 -1.68
C -5.18 -5.25 3.84
C 3.52 -6.50 -0.80
C -6.32 -3.51 5.21
C -0.88 3.10 3.77
C 0.73 -3.15 -1.15
C 1.63 1.12 -5.12
C -2.66 -3.55 1.89
C -0.53 -2.28 3.33
C -1.78 -1.86 3.59
C 3.73 -7.10 -2.20
C -2.79 -2.14 1.40
C 7.06 -1.44 -3.15
C -2.56 8.27 0.14
C 3.83 0.19 -4.42
C 1.99 -2.55 7.02
C 0.30 0.87 0.97
C -1.01 -4.82 -2.18
C -0.50 2.63 2.52
C 6.87 0.63 -4.51
C -5.21 -1.91 0.62
C -6.10 4.86 -0.08
C -1.62 -6.04 -1.48
C 2.25 2.47 -5.48
C 0.35 -4.45 -1.54
C 2.92 -0.72 5.17
C 0.17 0.52 3.49
C 3.64 -0.95 6.33
C 1.60 0.23 -6.37
C -3.79 7.78 -0.25
C 1.29 -5.47 -1.41
B -1.97 -0.60 -0.11
H -7.39 -5.01 2.30
H 6.31 1.18 -5.27
H 4.12 -6.35 -2.89
H -0.09 -6.01 -3.77
H 0.33 -2.82 5.68
H -5.84 -1.49 -0.16
H 1.61 -3.27 7.74
H 0.08 2.09 -3.92
H -0.34 1.78 -5.61
H -1.71 -5.41 -4.16
H 3.58 -8.44 0.19
H 2.60 -0.03 -6.72
H 2.79 -7.47 -2.62
H -0.34 0.47 -4.41
H 1.62 2.99 -6.21
H -6.82 -2.54 5.21
H -0.26 9.12 1.14
H -4.25 -2.32 4.54
H -0.27 8.03 2.53
H -7.94 -5.16 3.97
H 5.37 -5.35 -0.88
H 7.19 -0.86 -2.24
H -1.80 -2.83 -2.68
H -5.06 -5.69 2.85
H 1.95 -7.91 -0.24
H -6.95 -4.21 5.76
H 3.74 -2.09 8.16
H 1.00 -6.46 -1.74
H -4.38 8.31 -0.99
H 7.10 -1.79 -5.81
H 3.30 -0.01 4.44
H 2.33 3.10 -4.59
H 3.90 -3.81 -0.08
H -8.14 -3.63 3.10
H -1.01 2.64 5.86
H -5.58 -6.01 4.52
H -4.26 5.17 -2.37
H -1.95 -0.98 4.19
H -2.29 -3.42 -1.11
H -3.49 -4.18 1.62
H -1.17 -5.14 1.54
H 8.05 -1.61 -3.58
H -0.36 3.40 -1.96
H 4.57 -0.43 6.51
H 2.78 -7.17 1.13
H -0.31 -4.31 -4.18
H 1.07 -0.70 -6.16
H -2.19 9.19 -0.29
H -3.89 5.00 1.67
H 5.04 -1.33 -1.68
H 6.64 -2.41 -2.89
H 6.93 1.27 -3.63
H -2.54 -6.34 -1.99
H 4.43 -7.94 -2.16
H -1.28 4.09 3.88
H 5.54 -6.98 -0.21
H -3.38 2.14 0.52
H 5.56 -1.04 -6.23
H -4.18 -4.97 4.20
H 0.67 -3.98 2.61
H -6.26 6.84 -0.26
H 4.14 0.50 -5.41
H 5.58 -2.49 -5.23
H -0.61 3.25 1.63
H -3.00 -4.13 -2.57
H -1.87 -5.79 -0.44
H 1.07 0.74 -7.18
H -0.95 -6.90 -1.47
H -0.05 0.38 5.61
H 0.38 7.48 1.00
H -5.70 2.92 0.01
H -1.69 5.86 2.31
H 7.88 0.47 -4.89
H -6.69 -3.35 1.24
H 4.81 -5.70 0.76
H -5.39 -3.41 5.77
H -4.57 -1.09 3.33
H 3.24 2.37 -5.92
H -1.89 4.98 -3.15
*
```